No. 1
Molecular formula: C17H41B2N2O9
Method: DFT, ωB97M-V/def2-TZVPD

Calculated values
**Energy above the lowest of the compared OMol25 structures with the same formula, charge and spin**: 0.0 kJ/mol
**E_HOMO**: -4.087 eV
**HOMO-LUMO gap**: 6.401 eV
**Charge**: -1
**E_LUMO**: 2.3 eV

CARTESIAN COORDINATES (ANGSTROEM)
C  -1.881  -1.520  0.283
O  -1.118  -2.237  -0.657
C  -1.398  -1.825  -2.029
B  -0.156  -0.931  -2.690
C  -0.656  0.593  -3.095
C  -0.931  1.569  -1.927
O  0.116  2.571  -1.941
C  -2.265  2.341  -2.032
N  -3.468  1.544  -1.830
B  1.234  -1.032  -1.757
N  1.909  0.047  -0.962
O  1.879  -2.310  -1.657
H  -2.322  -0.605  -0.123
H  -2.702  -2.168  0.615
H  -1.233  -1.216  1.113
H  -2.373  -1.311  -2.120
H  -1.505  -2.764  -2.604
H  0.107  -1.486  -3.747
H  -1.631  0.479  -3.620
H  -0.003  1.079  -3.835
H  -0.871  1.047  -0.963
H  0.255  2.865  -1.049
H  -2.250  3.100  -1.234
H  -2.304  2.890  -2.976
H  -3.496  0.785  -2.492
H  -3.519  1.208  -0.886
H  2.181  0.834  -1.527
H  1.350  0.345  -0.183
H  2.772  -2.094  -1.395
O  -0.158  2.934  3.140
C  0.192  2.076  3.902
O  1.151  1.221  3.529
C  1.767  0.285  4.419
C  0.957  -0.989  4.550
C  -0.484  1.897  5.237
H  1.972  0.751  5.385
H  2.734  0.056  3.973
H  -0.029  -0.801  4.976
H  1.476  -1.708  5.186
H  0.801  -1.440  3.569
H  -1.401  1.327  5.095
H  -0.731  2.882  5.628
H  0.137  1.407  5.984
O  -1.831  -5.013  1.337
C  -1.665  -5.662  0.343
O  -2.385  -6.793  0.184
C  -2.399  -7.541  -1.029
C  -1.229  -8.500  -1.104
C  -0.627  -5.297  -0.683
H  -2.450  -6.877  -1.892
H  -3.331  -8.105  -1.013
H  -0.276  -7.972  -1.102
H  -1.286  -9.104  -2.012
H  -1.231  -9.166  -0.240
H  0.345  -5.658  -0.348
H  -0.595  -4.210  -0.777
H  -0.837  -5.688  -1.677
O  4.431  4.905  -2.238
C  3.501  5.317  -1.604
O  3.507  6.601  -1.201
C  2.378  7.233  -0.597
C  2.319  6.962  0.892
C  2.371  4.417  -1.179
H  1.457  6.950  -1.109
H  2.515  8.300  -0.769
H  2.202  5.900  1.105
H  1.484  7.498  1.346
H  3.244  7.286  1.371
H  2.672  3.871  -0.285
H  2.172  3.710  -1.980
H  1.438  4.944  -0.990

No. 2
Molecular formula: C25H38BiCl2N4OSeSi3
Method: DFT, ωB97M-V/def2-TZVPD

Calculated values
**Energy above the lowest of the compared OMol25 structures with the same formula, charge and spin**: 57.7 kJ/mol
**E_HOMO**: -4.235 eV
**HOMO-LUMO gap**: 6.857 eV
**Charge**: -1
**E_LUMO**: 2.6 eV

CARTESIAN COORDINATES (ANGSTROEM)
Bi  1.055  0.567  -0.113
C  -2.233  -2.513  0.413
O  -0.983  -3.044  0.795
Si  0.129  -2.286  1.781
C  -0.673  -1.022  2.771
C  0.772  -3.726  2.774
C  1.594  -1.587  0.848
Si  1.822  -2.555  -0.747
C  3.383  -2.074  -1.717
C  1.870  -4.458  -0.532
C  0.392  -2.162  -1.890
Si  3.177  -1.312  1.851
C  4.167  -2.884  1.697
C  4.279  0.010  1.108
C  2.967  -0.937  3.653
H  -2.217  -1.455  0.231
H  -3.047  -2.808  1.038
H  -2.542  -2.908  -0.625
H  -1.540  -1.441  3.232
H  -1.039  -0.186  2.192
H  0.034  -0.633  3.537
H  0.023  -4.058  3.422
H  1.772  -3.634  3.287
H  0.809  -4.554  2.070
H  3.757  -2.779  -2.446
H  4.146  -1.933  -0.974
H  3.249  -1.132  -2.294
H  2.725  -4.644  0.084
H  2.029  -4.787  -1.587
H  0.990  -5.009  -0.169
H  -0.546  -1.685  -1.433
H  0.041  -3.070  -2.384
H  0.788  -1.488  -2.696
H  3.469  -3.760  1.835
H  4.977  -3.055  2.388
H  4.586  -3.030  0.697
H  4.512  -0.301  0.071
H  5.194  0.055  1.674
H  3.834  1.034  1.091
H  2.421  -1.729  4.156
H  2.325  -0.062  3.889
H  3.957  -0.680  4.156
C  -0.718  4.225  1.398
N  -0.744  4.385  -0.071
C  0.299  4.852  -0.828
Se  1.876  5.509  -0.158
N  -0.133  4.840  -2.137
C  -1.444  4.393  -2.209
C  -2.339  4.328  -3.228
C  -3.670  3.942  -2.924
C  -4.075  3.644  -1.616
C  -3.133  3.669  -0.603
C  -1.824  4.102  -0.923
H  0.076  4.758  1.782
H  -0.597  3.168  1.607
H  -1.655  4.575  1.821
H  0.520  5.119  -2.859
H  -2.095  4.489  -4.278
H  -4.388  3.834  -3.764
H  -5.023  3.292  -1.439
H  -3.457  3.445  0.401
Cl  -0.416  1.006  -3.184
C  -1.909  0.530  -2.364
C  -2.976  0.189  -3.195
C  -4.257  0.046  -2.677
C  -4.414  0.196  -1.322
C  -3.334  0.511  -0.486
Cl  -3.724  0.972  1.131
C  -1.978  0.637  -0.939
N  -1.025  0.969  -0.109
H  -2.771  0.099  -4.266
H  -5.025  -0.199  -3.374
H  -5.382  0.300  -0.862
N  1.912  2.254  2.678
C  1.402  1.633  1.863

No. 3
Molecular formula: C28H29BrFN8O3SSr
Method: DFT, ωB97M-V/def2-TZVPD

Calculated values
**Energy above the lowest of the compared OMol25 structures with the same formula, charge and spin**: 103.3 kJ/mol
**E_HOMO**: -8.632 eV
**HOMO-LUMO gap**: 5.383 eV
**Charge**: +1
**E_LUMO**: -3.2 eV

CARTESIAN COORDINATES (ANGSTROEM)
Sr  2.191  1.062  2.047
N  -0.780  4.581  3.634
C  0.128  3.719  3.115
S  0.096  2.087  3.722
N  0.882  4.303  2.179
N  1.799  3.475  1.608
C  2.509  4.012  0.687
C  3.560  3.235  -0.013
C  4.308  3.818  -1.025
C  5.294  3.078  -1.652
C  5.518  1.767  -1.264
C  4.731  1.246  -0.253
N  3.774  1.958  0.363
H  -1.321  4.292  4.427
H  -0.713  5.552  3.385
H  2.348  5.052  0.413
H  4.113  4.845  -1.307
H  5.888  3.525  -2.440
H  6.283  1.160  -1.729
H  4.847  0.222  0.084
C  -2.076  -5.029  0.381
C  -0.984  -4.659  -0.611
N  -0.544  -3.264  -0.480
C  0.551  -2.994  0.290
C  0.980  -1.753  0.586
C  2.155  -1.409  1.483
O  3.285  -1.311  0.975
O  1.811  -1.029  2.643
C  0.261  -0.607  0.089
O  0.605  0.561  0.338
C  -0.908  -0.900  -0.742
C  -1.656  0.151  -1.273
C  -2.754  -0.110  -2.036
F  -3.453  0.914  -2.574
C  -3.181  -1.418  -2.283
C  -2.449  -2.459  -1.752
C  -1.293  -2.223  -0.996
N  -4.352  -1.720  -3.038
C  -5.386  -0.704  -3.208
C  -6.630  -1.400  -3.794
N  -6.504  -2.876  -3.521
C  -5.386  -3.471  -4.346
C  -4.197  -2.503  -4.259
H  -2.382  -6.068  0.237
H  -2.953  -4.389  0.262
H  -1.717  -4.917  1.404
H  -1.300  -4.830  -1.638
H  -0.101  -5.275  -0.463
H  1.071  -3.871  0.657
H  -1.345  1.170  -1.074
H  -2.809  -3.468  -1.907
H  -5.097  0.102  -3.883
H  -5.617  -0.266  -2.240
H  -6.700  -1.297  -4.873
H  -7.553  -1.044  -3.347
H  -7.381  -3.369  -3.674
H  -6.236  -2.983  -2.542
H  -5.757  -3.596  -5.361
H  -5.168  -4.447  -3.919
H  -4.170  -1.854  -5.142
H  -3.270  -3.066  -4.242
Br  7.822  3.379  3.786
C  6.084  2.983  4.394
C  5.699  3.282  5.687
C  4.406  2.970  6.070
C  3.555  2.378  5.153
N  3.934  2.087  3.904
C  5.184  2.387  3.533
H  6.393  3.748  6.373
H  4.056  3.189  7.070
H  2.529  2.140  5.407
H  5.475  2.149  2.517

No. 4
Molecular formula: C5H2OS
Method: DFT, ωB97M-V/def2-TZVPD

Calculated values
**Energy above the lowest of the compared OMol25 structures with the same formula, charge and spin**: 680.8 kJ/mol
**E_HOMO (spin up / spin down)**: -8.784 / -8.786 eV
**HOMO-LUMO gap (spin up / spin down)**: 7.518 / 7.520 eV
**Charge**: 0
**E_LUMO (spin up / spin down)**: -1.3 / -1.3 eV

CARTESIAN COORDINATES (ANGSTROEM)
C  -0.438  -1.141  -0.672
C  -1.808  0.112  -1.213
C  -0.210  -2.212  -1.447
C  -1.479  -0.947  -1.870
C  -0.395  -0.200  0.361
O  -1.100  -2.033  -2.518
S  0.865  0.974  0.501
H  -0.996  -0.289  1.254
H  1.402  0.755  -0.705